ORCA calculation (wB97M-V/def2-TZVPD) on an isolated molecule of C4H6Si in a non-equilibrium geometry.

Each line ends with the Löwdin charge.
Positions of all 11 atoms, in Å:
C 1.958 -1.403 -0.660  0.083
C 0.940 -1.415 -0.078  -0.225
C -0.290 -0.977 0.593  -0.369
Si -1.099 0.345 -0.387  0.759
C -0.516 2.042 0.095  -0.168
H 3.000 -1.314 -0.939  0.045
H -1.091 -1.641 0.911  0.064
H -0.318 -0.367 1.541  0.090
H -2.249 -0.115 -1.041  -0.094
H -0.702 3.040 -0.361  -0.017
H 0.368 1.803 0.327  -0.168

Atoms 1-2, force components in eV/Å:
C 3.71 0.01 -1.24
C -3.31 0.66 2.53

Orbital gap (eV): 8.38
Highest occupied orbital energy (eV): -8.2
Structure (SMILES): C#CC[SiH]=C
LUMO (eV): 0.189
Energy above the lowest of the compared OMol25 structures with the same formula, charge and spin (kJ/mol): 346.7

---

ORCA calculation (wB97M-V/def2-TZVPD) on a structure of composition C18H14O5PPd in a non-equilibrium geometry.

Each line ends with the Löwdin charge.
Positions of all 39 atoms, in Å:
O 1.036 0.073 -6.796  0.043
C 0.326 -0.047 -5.919  0.005
Pd -0.875 -1.824 -1.723  0.647
O -2.070 0.064 -3.719  0.164
C -1.640 -0.656 -2.935  -0.253
C -2.250 -1.794 -0.490  -0.236
O -3.106 -1.775 0.279  0.190
C 0.219 -2.999 -0.806  -0.323
O 0.935 -3.725 -0.278  0.182
C -1.510 -3.240 -2.728  -0.214
O -1.860 -4.114 -3.385  0.222
H 0.299 -1.849 -2.777  0.067
C -0.290 -1.100 1.730  -0.225
P 0.205 -0.445 0.031  0.999
C -0.953 0.964 0.008  -0.397
C -0.605 2.059 -0.794  -0.103
C -1.375 3.228 -0.790  -0.056
C -2.507 3.319 0.020  -0.055
C -2.868 2.244 0.829  -0.053
C -2.104 1.078 0.832  -0.091
C 1.686 -0.054 1.024  -0.393
C 1.732 1.060 1.890  -0.086
C 2.796 1.214 2.787  -0.057
C 3.827 0.272 2.822  -0.066
C 3.808 -0.818 1.949  -0.060
C 2.742 -0.982 1.055  -0.098
H -1.309 -1.497 1.787  0.022
H -0.236 -0.370 2.567  0.088
H 0.325 -1.991 1.987  0.074
H 0.287 2.016 -1.413  0.113
H -1.083 4.064 -1.408  0.111
H -3.093 4.222 0.032  0.111
H -3.739 2.319 1.471  0.115
H -2.425 0.304 1.502  0.084
H 0.918 1.771 1.917  0.108
H 2.805 2.047 3.480  0.111
H 4.634 0.377 3.537  0.110
H 4.597 -1.558 1.994  0.110
H 2.721 -1.862 0.427  0.090

Atoms 1-2, force components in eV/Å:
O -0.97 -0.14 1.17
C 1.00 0.12 -1.16

Spin multiplicity: 3
Net charge: +1
Orbital gap (spin up / spin down) (eV): 6.17 / 7.46
Highest occupied orbital energy (spin up / spin down) (eV): -9.7 / -12.0
LUMO (spin up / spin down) (eV): -3.484 / -4.561
⟨S²⟩: 2.0137

---

ORCA calculation (wB97M-V/def2-TZVPD) on a cluster of 2 separate species, C31H27NO7 in total in a non-equilibrium geometry.

Each line ends with the Löwdin charge.
Positions of all 66 atoms, in Å:
C 4.636 4.414 -1.777  -0.048
O 4.501 3.141 -2.441  -0.059
C 3.399 2.387 -2.209  -0.225
C 3.307 1.165 -2.923  0.027
C 2.250 0.329 -2.708  -0.003
C 1.175 0.675 -1.837  -0.208
C 0.096 -0.235 -1.715  0.109
C -1.268 0.118 -1.597  -0.183
C -2.250 -0.914 -1.486  0.022
C -3.574 -0.618 -1.251  0.030
C -3.985 0.727 -1.215  -0.196
O -5.314 0.955 -0.903  0.019
C -6.090 1.849 -1.660  -0.240
C -7.054 1.270 -2.489  -0.002
C -7.734 2.080 -3.395  -0.073
C -7.525 3.464 -3.397  -0.086
C -6.638 4.040 -2.483  -0.071
C -5.923 3.235 -1.586  -0.023
C -3.074 1.770 -1.431  0.029
C -1.737 1.462 -1.635  0.017
C 1.279 1.908 -1.128  0.003
C 2.368 2.746 -1.305  0.011
H 5.624 4.765 -2.079  0.098
H 3.864 5.114 -2.124  0.100
H 4.592 4.310 -0.684  0.098
H 4.121 0.901 -3.597  0.132
H 2.207 -0.635 -3.212  0.134
H 0.322 -1.292 -1.861  0.132
H -1.925 -1.951 -1.577  0.131
H -4.322 -1.398 -1.095  0.134
H -7.205 0.191 -2.439  0.125
H -8.437 1.615 -4.089  0.110
H -8.068 4.090 -4.108  0.106
H -6.489 5.122 -2.462  0.109
H -5.233 3.668 -0.861  0.116
H -3.405 2.804 -1.421  0.106
H -1.043 2.271 -1.837  0.111
H 0.497 2.199 -0.422  0.125
H 2.441 3.687 -0.749  0.112
C -2.302 -4.415 3.203  -0.088
C -0.911 -3.862 3.354  -0.262
O -0.462 -3.439 2.057  -0.036
C 0.764 -2.848 2.159  -0.518
C 1.259 -2.364 0.895  0.017
C 2.540 -1.799 0.715  -0.420
O 2.890 -1.259 -0.352  -0.032
C 3.561 -1.879 1.834  -0.116
C 3.855 -3.082 2.498  -0.017
C 4.805 -3.125 3.512  0.019
C 5.473 -1.942 3.880  -0.163
N 6.286 -1.922 5.056  -0.324
O 6.764 -0.822 5.422  0.033
O 6.478 -2.987 5.687  0.042
C 5.237 -0.742 3.177  0.007
C 4.326 -0.734 2.125  -0.006
O 1.297 -2.787 3.269  0.023
H -2.677 -4.714 4.184  0.073
H -2.981 -3.658 2.796  0.072
H -2.318 -5.301 2.557  0.075
H -0.914 -2.997 4.032  0.124
H -0.243 -4.639 3.758  0.127
H 0.574 -2.398 0.057  0.069
H 3.356 -4.011 2.224  0.126
H 5.007 -4.043 4.058  0.117
H 5.764 0.157 3.483  0.111
H 4.186 0.181 1.543  0.114

Atoms 1-2, force components in eV/Å:
C 0.01 -0.24 -0.14
O -0.86 -0.32 0.35

Orbital gap (eV): 3.92
Highest occupied orbital energy (eV): -6.7
LUMO (eV): -2.793
Energy above the lowest of the compared OMol25 structures with the same formula, charge and spin (kJ/mol): 456.6

---

ORCA calculation (wB97M-V/def2-TZVPD) on an isolated molecule of C23H15BrN6O2 in a non-equilibrium geometry.

Each line ends with the Löwdin charge.
Positions of all 47 atoms, in Å:
O 5.009 0.181 -0.051  0.118
C 5.387 -0.182 1.050  -0.360
O 4.549 -0.646 2.037  0.057
C 3.190 -0.624 1.824  -0.247
C 2.481 -1.837 1.822  0.013
C 1.104 -1.841 1.655  -0.026
C 0.381 -0.654 1.507  -0.216
C -1.056 -0.676 1.262  -0.087
N -1.643 -1.818 0.982  0.063
N -2.971 -1.805 0.556  0.015
C -3.648 -0.932 -0.278  -0.381
N -3.126 0.182 -0.801  0.066
N -3.854 1.009 -1.594  0.128
C -5.123 0.642 -1.801  -0.185
C -5.603 -0.556 -1.291  -0.237
N -4.884 -1.385 -0.550  0.189
N -6.942 -0.623 -1.663  0.149
C -7.313 0.458 -2.443  -0.203
C -8.491 0.872 -3.062  -0.019
C -8.540 2.093 -3.746  -0.079
C -7.409 2.937 -3.792  -0.084
C -6.248 2.562 -3.103  0.004
C -6.198 1.281 -2.496  -0.120
C 1.099 0.541 1.547  -0.024
C 2.491 0.586 1.705  0.010
C 6.892 -0.225 1.305  -0.126
C 7.812 0.231 0.365  -0.002
C 9.188 0.165 0.647  -0.106
C 9.701 -0.360 1.852  -0.616
Br 11.629 -0.406 2.176  0.676
C 8.727 -0.772 2.813  -0.094
C 7.345 -0.734 2.528  -0.016
H 3.023 -2.786 1.942  0.127
H 0.669 -2.820 1.590  0.105
H -1.595 0.268 1.215  0.109
H -3.493 -2.676 0.588  0.131
H -7.507 -1.458 -1.446  0.175
H -9.381 0.272 -2.882  0.107
H -9.452 2.455 -4.185  0.096
H -7.471 3.854 -4.382  0.102
H -5.416 3.245 -3.045  0.109
H 0.622 1.531 1.417  0.124
H 3.012 1.552 1.745  0.130
H 7.455 0.602 -0.572  0.114
H 9.934 0.483 -0.053  0.088
H 9.020 -1.102 3.807  0.100
H 6.645 -1.085 3.296  0.122

Atoms 1-2, force components in eV/Å:
O -0.17 -0.34 1.64
C 0.32 0.27 -2.37

Orbital gap (eV): 7.69
Highest occupied orbital energy (eV): -8.0
Structure (SMILES): O=C(Oc1ccc(/C=N/Nc2nnc3c(n2)[nH]c2ccccc23)cc1)c1ccc(Br)cc1
LUMO (eV): -0.262

---

ORCA calculation (wB97M-V/def2-TZVPD) on an isolated molecule of C6H14N4O2 in a non-equilibrium geometry.

Each line ends with the Löwdin charge.
Positions of all 26 atoms, in Å:
H -5.476 -0.444 -0.327  0.041
N -4.519 -0.917 -0.240  0.019
C -3.465 -0.095 -0.121  -0.455
N -3.635 1.247 -0.645  0.044
N -2.101 -0.580 0.181  -0.007
C -0.871 0.175 0.001  -0.263
C 0.090 -0.309 1.070  -0.208
C 1.525 0.333 0.978  -0.149
C 2.021 -0.240 -0.295  -0.441
N 1.974 -1.669 -0.459  0.011
C 3.445 0.145 -0.387  -0.575
O 4.399 -0.567 -0.393  0.117
O 3.564 1.447 -0.293  0.142
H -4.640 1.369 -0.972  0.100
H -3.213 2.122 -0.232  0.089
H -1.916 -1.618 0.317  0.155
H -1.115 1.307 0.244  0.147
H -0.515 0.030 -1.011  0.095
H -0.400 0.102 2.027  0.138
H 0.192 -1.396 0.928  0.094
H 1.452 1.492 0.902  0.146
H 2.309 0.138 1.837  0.164
H 1.404 0.202 -1.216  0.184
H 3.149 -1.886 -0.183  0.181
H 1.843 -1.949 -1.482  0.108
H 4.500 1.562 -0.227  0.122

Atoms 1-2, force components in eV/Å:
H 2.21 -0.42 0.06
N 1.91 1.59 1.12

Orbital gap (eV): 9.04
Highest occupied orbital energy (eV): -8.5
Structure (SMILES): [H]/N=C(\N)NCCC[C@H](N)C(=O)O
LUMO (eV): 0.525
Energy above the lowest of the compared OMol25 structures with the same formula, charge and spin (kJ/mol): 342.2

---

ORCA calculation (wB97M-V/def2-TZVPD) on a cluster of 2 separate species, C2H2FO2S in total in a non-equilibrium geometry.

Each line ends with the Löwdin charge.
Positions of all 8 atoms, in Å:
C 1.400 0.088 1.011  -0.021
C -0.834 0.221 -0.713  -0.382
O -1.908 -0.849 -0.646  -0.498
O -0.035 -2.039 -2.002  -0.593
F 0.877 0.557 2.198  -0.217
S -1.054 -0.968 -2.031  0.741
H 1.328 -1.142 1.094  -0.009
H -1.116 1.258 -1.017  -0.021

Atoms 1-2, force components in eV/Å:
C -0.49 -1.41 0.17
C 1.39 -0.97 -0.19

Net charge: -1
Orbital gap (spin up / spin down) (eV): 7.00 / 7.00
Highest occupied orbital energy (spin up / spin down) (eV): -3.2 / -3.2
LUMO (spin up / spin down) (eV): 3.777 / 3.777
Energy above the lowest of the compared OMol25 structures with the same formula, charge and spin (kJ/mol): 665.3

---

ORCA calculation (wB97M-V/def2-TZVPD) on a structure of composition C2H2CuF2O2 in a non-equilibrium geometry.

Each line ends with the Löwdin charge.
Positions of all 9 atoms, in Å:
F 0.879 0.785 1.075  0.013
H -1.045 -0.720 -1.635  0.216
O -1.104 -0.650 0.421  0.035
O -0.455 0.738 1.680  0.180
C -0.509 -0.507 -0.701  0.093
C 0.622 0.400 -0.740  0.086
F 1.736 -0.064 -1.221  0.287
H 0.394 1.452 -0.948  0.219
Cu -0.518 -1.432 2.069  0.872

Atoms 1-2, force components in eV/Å:
F -0.97 -0.42 -0.15
H 0.20 -0.44 -0.25

Spin multiplicity: 2
Net charge: +2
Orbital gap (spin up / spin down) (eV): 8.93 / 7.91
Highest occupied orbital energy (spin up / spin down) (eV): -21.5 / -21.0
LUMO (spin up / spin down) (eV): -12.597 / -13.119
⟨S²⟩: 0.7616